# 1
{
  "formula": "C5H20CuN10O5",
  "method": "wB97M-V/def2-TZVPD",
  "symbols": ["Cu", "C", "O", "N", "N", "H", "H", "H", "H", "C", "O", "N", "N", "H", "H", "H", "H", "C", "O", "N", "N", "H", "H", "H", "H", "C", "O", "N", "N", "H", "H", "H", "H", "C", "O", "N", "N", "H", "H", "H", "H"],
  "positions_angstrom": [[0.5844, -1.0668, -0.1927], [1.0641, 5.0768, -0.7367], [0.6215, 3.9908, -0.4291], [2.2126, 5.3510, -1.2575], [0.4069, 6.2081, -0.7184], [2.9059, 4.6916, -1.5812], [2.4824, 6.2656, -1.5904], [-0.5220, 6.3588, -0.3516], [0.8281, 7.0168, -1.1526], [6.5272, 0.3640, -0.4465], [5.4294, -0.0032, -0.3074], [7.4118, 0.3575, 0.5808], [6.9773, 0.8121, -1.5500], [8.3254, 0.7823, 0.5107], [7.0921, -0.1589, 1.3878], [7.9646, 0.6710, -1.7098], [6.3593, 0.8120, -2.3489], [-0.0393, -5.1540, -3.6148], [0.3653, -4.0355, -3.5540], [0.0980, -6.0501, -2.6491], [-0.5388, -5.7460, -4.7064], [-0.2449, -6.9834, -2.8263], [0.7535, -5.8649, -1.9034], [-0.3213, -6.7247, -4.8285], [-0.8893, -5.2022, -5.4819], [-5.5735, -0.4639, -0.2799], [-4.4406, -0.4163, -0.7460], [-6.5107, -1.0659, -0.8674], [-5.9328, -0.0595, 0.9059], [-7.4554, -1.1846, -0.5306], [-6.1288, -1.4390, -1.7247], [-6.8236, -0.0867, 1.3812], [-5.2510, 0.4177, 1.4781], [-1.9636, 0.1058, 4.9091], [-1.4059, -0.5164, 4.0179], [-2.3534, 1.3204, 4.7427], [-2.3218, -0.4895, 6.0044], [-1.9904, 1.6907, 3.8760], [-2.4989, 1.8325, 5.6010], [-2.8770, 0.0835, 6.6237], [-2.3268, -1.4976, 6.0668]],
  "forces_ev_per_angstrom": [[-0.101, 0.100, -0.030], [-2.009, -1.374, 0.043], [-0.003, -1.050, 0.610], [6.394, -0.176, -2.515], [-3.205, 3.852, 0.701], [-0.604, -0.514, 0.498], [-0.425, -0.143, 0.368], [0.285, -0.544, -0.024], [-0.428, -0.166, 0.330], [2.113, -0.184, 3.193], [-5.812, -1.897, 0.933], [0.676, -0.221, 0.860], [2.686, 1.960, -5.049], [-0.291, -0.276, 0.329], [0.485, 0.349, -0.027], [-0.207, 0.350, -0.427], [0.236, -0.115, 0.183], [0.709, -1.036, -0.883], [0.283, 3.040, 0.506], [0.290, -1.530, 2.301], [-1.236, -0.562, -1.940], [0.241, 0.206, 0.569], [-0.260, -0.221, -0.187], [-0.397, 0.363, -0.360], [0.392, -0.173, 0.151], [3.178, 0.598, 1.229], [0.797, 0.606, 0.027], [-3.719, -3.051, -4.401], [0.522, 2.728, 4.977], [0.400, -0.061, -0.372], [-1.120, -0.393, -0.259], [-0.040, -0.348, -0.845], [0.098, -0.107, -0.335], [1.204, -3.576, -2.550], [0.959, -0.566, -1.248], [-0.854, 3.816, -0.164], [-1.122, -0.797, 3.648], [-0.116, 0.755, 0.496], [-0.023, 0.794, -0.709], [-0.092, -0.854, 0.333], [0.117, 0.417, 0.043]],
  "lumo_ev": -5.9,
  "largest_force_ha_per_bohr": 0.134,
  "gap_ev": 5.744,
  "relative_energy_kj_mol": 625.1,
  "total_charge": 1,
  "e_homo_ev": -11.69
}

***

# 2
{
  "formula": "C2H5NS",
  "method": "wB97M-V/def2-TZVPD",
  "symbols": ["C", "C", "N", "S", "H", "H", "H", "H", "H"],
  "positions_angstrom": [[-1.0711, 0.0377, -0.0282], [0.4208, -0.2016, 0.0750], [1.4985, 0.4121, -0.0968], [3.0456, -0.0767, 0.0297], [-1.7436, -0.3648, 0.8067], [-1.5215, 1.0489, -0.1218], [-1.2800, -0.4415, -1.0250], [0.5591, -1.3244, 0.1965], [3.7817, 0.9782, 0.2442]],
  "forces_ev_per_angstrom": [[-1.238, 1.043, -0.673], [0.682, -3.586, 0.521], [-1.318, 3.728, 0.228], [0.157, -3.105, -0.165], [1.563, -0.269, -1.138], [1.120, -0.095, -0.096], [-0.378, 0.066, 1.095], [-0.348, 0.674, 0.236], [-0.240, 1.546, -0.010]],
  "lumo_ev": 0.9,
  "largest_force_ha_per_bohr": 0.077,
  "gap_ev": 9.732,
  "smiles": "C/C=N/S",
  "relative_energy_kj_mol": 184.1,
  "e_homo_ev": -8.80
}